(1)
This record from the OMol25 dataset describes a cluster of 4 separate species, C11H30BrN3O3 in total. The level of theory is ωB97M-V with the def2-TZVPD basis set.

Summary:
Total charge: +2
Largest force on an atom in Eh/bohr: 0.0428
E_tot in eV: -92533.6296
Relative energy (zero: lowest compared OMol25 entry of this formula, charge and spin) in kJ/mol: 133.1
LUMO energy in Ha: -0.189

Atoms and positions in Å:
Br: 2.56566 -0.74574 1.90041
C: 1.18151 3.42627 0.67767
C: 2.55664 3.81970 1.15457
O: 3.16331 4.82414 1.12196
N: 3.29711 2.61262 1.75166
H: 2.87135 1.71552 1.48693
H: 4.13593 2.75382 1.18001
C: 3.68251 2.78624 3.20494
H: 0.73836 4.26399 0.13853
H: 0.49226 3.34292 1.52393
H: 1.15442 2.47840 0.14396
H: 2.75823 2.73783 3.77783
H: 4.07732 3.79253 3.30466
H: 4.33070 1.96556 3.49195
C: -0.59042 -4.71433 -0.30901
C: 0.37937 -4.00712 0.57901
O: 0.09696 -3.49626 1.60740
N: 1.74583 -3.79701 0.03139
H: 1.72874 -3.62542 -0.97473
H: 2.09504 -2.89528 0.39889
C: 2.63802 -4.99426 0.45886
H: -1.36998 -4.00628 -0.58205
H: -0.95447 -5.60242 0.20959
H: -0.15840 -5.13345 -1.21995
H: 3.63282 -4.76347 0.09445
H: 2.18948 -5.86672 -0.00978
H: 2.57603 -5.11282 1.53650
C: -3.21407 0.26865 -2.69414
N: -2.80726 1.24043 -1.61682
C: -1.50184 1.89874 -2.00067
C: -3.87726 2.31271 -1.44139
C: -2.73047 0.41862 -0.35163
C: -1.52292 -0.47167 -0.08191
O: -0.30062 0.20977 -0.06066
H: -3.24290 0.76248 -3.66264
H: -4.19330 -0.11240 -2.41656
H: -2.48851 -0.54017 -2.72234
H: -0.75653 1.12716 -2.16981
H: -1.13958 2.53106 -1.19582
H: -1.74180 2.45737 -2.90144
H: -4.82442 1.83579 -1.20647
H: -3.84495 2.91213 -2.34722
H: -3.62830 2.97327 -0.61221
H: -3.69494 -0.06566 -0.20054
H: -2.74770 1.08460 0.51809
H: -1.44547 -1.28156 -0.82685
H: -1.66810 -1.04896 0.83697
H: 0.35660 -0.27133 0.47445

Partial atomic charges computed with the Mulliken method, in multiples of e:
1. Br -0.73
2. C -1.00
3. C 0.44
4. O -0.41
5. N 0.15
6. H 0.00
7. H 0.35
8. C -0.79
9. H 0.47
10. H 0.41
11. H 0.23
12. H 0.35
13. H 0.36
14. H 0.33
15. C -0.96
16. C 0.42
17. O -0.37
18. N 0.00
19. H 0.43
20. H 0.06
21. C -0.74
22. H 0.26
23. H 0.34
24. H 0.39
25. H 0.36
26. H 0.36
27. H 0.34
28. C -0.82
29. N -0.06
30. C -1.02
31. C -0.81
32. C -0.89
33. C -0.22
34. O -0.23
35. H 0.37
36. H 0.40
37. H 0.34
38. H 0.38
39. H 0.39
40. H 0.44
41. H 0.38
42. H 0.38
43. H 0.38
44. H 0.45
45. H 0.41
46. H 0.08
47. H 0.54
48. H 0.05

(2)
This record from the OMol25 dataset describes a structure of composition C11H30MgNO8S4. The level of theory is ωB97M-V with the def2-TZVPD basis set.

Summary:
Total charge: +1
Largest force on an atom in Eh/bohr: 0.1241
E_tot in eV: -78528.4300
Relative energy (zero: lowest compared OMol25 entry of this formula, charge and spin) in kJ/mol: 1209.6
LUMO energy in Ha: -0.313

Atoms and positions in Å:
Mg: -7.03611 -20.06451 4.72078
N: -2.55910 -22.92789 3.41718
O: -1.72158 -22.12400 3.10084
O: -2.58815 -24.07970 3.06981
O: -3.42304 -22.51286 4.09467
C: -11.85278 -25.71354 3.21890
S: -10.51332 -24.78155 2.43077
O: -9.75194 -23.88866 3.43416
C: -9.35162 -26.06506 1.84426
H: -12.48329 -26.34907 2.59707
H: -12.45988 -24.91260 3.64083
H: -11.40394 -26.25749 4.05001
H: -9.89531 -26.77214 1.21774
H: -8.92510 -26.41536 2.78419
H: -8.57408 -25.57949 1.25455
C: -4.91115 -18.08893 -2.13723
S: -5.44119 -17.40158 -0.48053
O: -5.77693 -18.59996 0.38697
C: -3.83114 -16.63541 0.07794
H: -5.77261 -18.59269 -2.57564
H: -4.12671 -18.84432 -2.09082
H: -4.57421 -17.29799 -2.80730
H: -3.16764 -17.43708 0.40226
H: -3.96299 -15.94717 0.91283
H: -3.28640 -16.16640 -0.74144
C: -6.85879 -22.92704 11.84407
S: -7.41733 -23.38536 10.11974
O: -7.16255 -22.22395 9.15577
C: -6.26878 -24.73263 9.67116
H: -6.87891 -23.63938 12.66885
H: -7.42754 -22.04733 12.14527
H: -5.81220 -22.66535 11.68831
H: -6.60353 -25.16927 8.73021
H: -6.17092 -25.54599 10.39018
H: -5.24968 -24.37267 9.52986
C: -1.20780 -16.92878 7.14983
S: -2.95415 -16.46282 7.66938
O: -3.92063 -17.31828 6.82863
C: -3.03246 -17.42203 9.20484
H: -0.93526 -16.30500 6.29853
H: -1.06636 -17.97717 6.88723
H: -0.52826 -16.65896 7.95824
H: -3.97872 -17.33062 9.73808
H: -2.36268 -17.10055 10.00242
H: -2.79077 -18.46255 8.98804
C: 2.83868 -31.73637 4.41807
C: 3.52849 -30.44451 4.74250
O: 4.77508 -30.37495 4.78169
C: 2.72064 -29.18096 4.88243
H: 2.49526 -32.22426 5.33028
H: 3.49532 -32.45173 3.92290
H: 2.06268 -31.56754 3.67146
H: 2.62965 -28.91418 5.93536
H: 1.72136 -29.29071 4.46114
H: 3.30515 -28.50748 4.25564

Partial atomic charges computed with the Mulliken method, in multiples of e:
1. Mg 1.21
2. N 1.22
3. O -0.47
4. O -0.48
5. O -0.48
6. C -0.86
7. S 0.47
8. O -0.63
9. C -0.84
10. H 0.36
11. H 0.30
12. H 0.29
13. H 0.33
14. H 0.29
15. H 0.30
16. C -0.93
17. S 0.50
18. O -0.62
19. C -0.85
20. H 0.30
21. H 0.32
22. H 0.36
23. H 0.30
24. H 0.30
25. H 0.32
26. C -0.89
27. S 0.47
28. O -0.62
29. C -0.88
30. H 0.36
31. H 0.30
32. H 0.29
33. H 0.29
34. H 0.35
35. H 0.31
36. C -0.87
37. S 0.48
38. O -0.63
39. C -0.94
40. H 0.31
41. H 0.31
42. H 0.33
43. H 0.33
44. H 0.37
45. H 0.30
46. C -1.01
47. C 0.73
48. O -0.57
49. C -0.91
50. H 0.26
51. H 0.32
52. H 0.32
53. H 0.27
54. H 0.29
55. H 0.29

(3)
This record from the OMol25 dataset describes a structure of composition C11H30NO7Sr2. The level of theory is ωB97M-V with the def2-TZVPD basis set.

Summary:
Total charge: +2
2S+1: 2
Largest force on an atom in Eh/bohr: 0.1042
E_tot in eV: -29372.4271
LUMO energy (alpha / beta) in Ha: -0.276 / -0.288

Atoms and positions in Å:
Sr: -3.59830 -5.26666 2.12927
Sr: -2.36766 -3.35096 -1.49286
C: -1.97915 -0.92497 2.12073
C: -2.36823 -1.78293 0.96775
O: -2.66358 -1.17798 -0.03035
O: -2.30533 -3.00010 1.12189
H: -1.03742 -1.29367 2.52731
H: -2.77742 -1.04812 2.85265
H: -1.75222 0.11924 1.90573
O: -5.64651 -0.88285 3.39881
H: -5.37277 -0.28519 4.09459
H: -6.28528 -0.38296 2.89057
O: -3.36637 2.68716 -0.25016
H: -3.21357 1.74730 -0.34793
H: -4.15303 2.85756 -0.76820
O: -5.31566 -0.04295 -0.27439
H: -4.38015 -0.10346 -0.08100
H: -5.50982 -0.83750 -0.77161
O: -4.42713 -3.31238 3.64259
H: -4.36557 -3.30641 4.59779
H: -4.91124 -2.51492 3.42831
C: 1.09511 0.11413 0.54504
C: 1.51862 1.23488 -0.42002
C: 2.62479 2.16427 0.17235
C: 3.99602 1.55216 0.19582
C: 4.28740 1.22098 -1.26235
C: 3.30159 0.24834 -2.01236
N: 1.92972 0.73461 -1.77008
O: 0.96408 -0.09924 -2.45470
C: 3.65096 0.28480 -3.49856
C: 3.65826 -1.13934 -1.48956
C: 0.33201 2.15288 -0.63789
H: 1.95054 -0.53502 0.73200
H: 0.27165 -0.42308 0.07447
H: 0.68577 0.53514 1.46335
H: 2.80171 3.08100 -0.39015
H: 2.30718 2.35380 1.19768
H: 4.03884 0.69612 0.86922
H: 4.80991 2.21298 0.49415
H: 5.28288 0.77778 -1.23627
H: 4.43364 2.11317 -1.87121
H: 3.80322 1.29893 -3.86796
H: 4.57412 -0.24237 -3.73931
H: 2.94553 -0.10486 -4.23248
H: 3.73938 -1.21583 -0.40528
H: 2.83328 -1.74972 -1.85691
H: 4.61133 -1.45925 -1.91077
H: 0.10884 2.76193 0.23809
H: -0.51443 1.60220 -1.04826
H: 0.60255 2.93425 -1.34809
H: 1.15191 -1.00310 -2.19135

Partial atomic charges computed with the Mulliken method, in multiples of e:
1. Sr 1.15
2. Sr 1.27
3. C -1.18
4. C 1.29
5. O -0.83
6. O -0.77
7. H 0.42
8. H 0.32
9. H 0.30
10. O -0.64
11. H 0.30
12. H 0.31
13. O -0.60
14. H 0.26
15. H 0.32
16. O -0.65
17. H 0.38
18. H 0.27
19. O -0.48
20. H 0.26
21. H 0.32
22. C -1.40
23. C 2.00
24. C -1.34
25. C -0.56
26. C -1.39
27. C 1.46
28. N 0.11
29. O -0.42
30. C -1.76
31. C -1.55
32. C -2.02
33. H 0.22
34. H 0.07
35. H 0.46
36. H 0.37
37. H 0.50
38. H 0.29
39. H 0.37
40. H 0.44
41. H 0.40
42. H 0.39
43. H 0.39
44. H 0.33
45. H 0.33
46. H 0.29
47. H 0.49
48. H 0.42
49. H 0.32
50. H 0.50
51. H 0.29

(4)
This record from the OMol25 dataset describes a structure of composition C11H32F9FeN16O17S3. The level of theory is ωB97M-V with the def2-TZVPD basis set.

Summary:
Total charge: -1
2S+1: 9
Largest force on an atom in Eh/bohr: 0.1443
E_tot in eV: -161923.0604
Relative energy (zero: lowest compared OMol25 entry of this formula, charge and spin) in kJ/mol: 265.2
LUMO energy (alpha / beta) in Ha: 0.060 / -0.072

Atoms and positions in Å:
Fe: 28.23949 30.00237 -17.34489
C: 32.13493 30.57130 -19.74104
F: 33.42561 30.74752 -19.35412
F: 31.48975 31.76015 -19.55362
F: 32.01228 30.23336 -20.97571
S: 31.36393 29.19386 -18.66236
O: 32.20286 29.02067 -17.50686
O: 29.99282 29.67480 -18.36711
O: 31.36776 27.96128 -19.43955
C: 28.78640 34.64115 -18.58974
F: 28.19901 35.62410 -19.33909
F: 29.96590 34.28134 -18.99474
F: 28.92590 35.16802 -17.34566
S: 27.62070 33.10224 -18.67947
O: 26.30731 33.47558 -18.06707
O: 27.56783 32.63614 -20.05632
O: 28.23445 32.06801 -17.76891
C: 30.42274 32.55663 -14.63868
F: 31.73329 32.89512 -14.43528
F: 29.48979 32.93004 -13.76575
F: 30.08728 32.99132 -15.79864
S: 30.39854 30.56404 -14.61606
O: 31.72964 30.16781 -15.07230
O: 30.15411 30.10718 -13.24177
O: 29.36329 30.19985 -15.68895
C: 28.16681 39.42054 -16.29969
O: 27.16847 40.16479 -16.13787
N: 29.42499 39.77275 -16.07693
N: 28.05022 38.18999 -16.65148
H: 29.71892 40.73454 -15.98373
H: 30.10046 39.02222 -16.10011
H: 28.73352 37.76173 -17.25961
H: 27.12129 37.80197 -16.73280
C: 31.27161 36.34964 -14.59197
O: 32.41794 36.71429 -14.70372
N: 30.60337 36.02134 -15.62198
N: 30.54991 36.51061 -13.54342
H: 29.71461 35.59856 -15.39514
H: 31.10517 35.90716 -16.49104
H: 31.04172 36.93334 -12.76913
H: 29.57998 36.22973 -13.56437
C: 24.55382 32.81514 -22.16957
O: 23.81995 32.98496 -21.27980
N: 24.08666 32.92675 -23.41559
N: 25.88763 32.74999 -22.14174
H: 24.67831 32.89657 -24.23360
H: 23.09132 32.77391 -23.49341
H: 26.48275 32.57203 -21.34533
H: 26.32732 32.84220 -23.04631
C: 26.40287 29.40250 -19.87580
O: 27.03747 29.81709 -18.88930
N: 26.05616 28.18132 -20.08410
N: 26.34945 30.05695 -20.97859
H: 26.02527 27.36951 -19.48401
H: 25.41412 28.05210 -20.85298
H: 25.77755 29.70370 -21.73241
H: 26.71182 30.99911 -21.01183
C: 33.57583 35.20751 -18.94357
O: 33.58426 35.82242 -20.01607
N: 32.68243 34.29766 -18.55341
N: 34.60312 35.14429 -18.13121
H: 32.25408 33.90323 -19.37866
H: 33.06009 33.75504 -17.78984
H: 34.66404 34.33157 -17.53465
H: 35.43546 35.61339 -18.45871
C: 25.58122 30.84047 -15.56736
O: 26.52372 30.25780 -16.12779
N: 24.96755 30.48133 -14.49093
N: 25.20204 31.87465 -16.14752
H: 25.30247 29.74214 -13.88966
H: 24.15301 31.02435 -14.24244
H: 25.59860 32.38631 -16.92279
H: 24.42265 32.33273 -15.69720
C: 30.88814 33.28406 -22.71229
O: 31.52455 32.77314 -23.58906
N: 29.60050 33.00712 -22.56807
N: 31.16255 34.30531 -21.92808
H: 29.22210 32.45717 -23.32601
H: 29.27815 32.80070 -21.63341
H: 32.07992 34.72757 -21.94357
H: 30.35124 34.89073 -21.78969
C: 22.24549 34.17899 -18.06134
O: 21.83379 34.40766 -16.89478
N: 21.46874 33.95318 -19.08886
N: 23.45705 34.28170 -18.43693
H: 20.49822 33.76137 -18.88541
H: 21.81121 33.98983 -20.03831
H: 23.78159 33.71694 -19.20883
H: 24.19768 34.52877 -17.79622

Partial atomic charges computed with the Mulliken method, in multiples of e:
1. Fe 4.21
2. C 0.55
3. F -0.22
4. F -0.34
5. F -0.20
6. S 0.97
7. O -0.65
8. O -0.81
9. O -0.66
10. C 0.44
11. F -0.21
12. F -0.04
13. F -0.10
14. S 0.07
15. O -0.81
16. O -0.70
17. O 0.70
18. C 0.54
19. F -0.22
20. F -0.23
21. F -0.15
22. S 0.67
23. O -0.60
24. O -0.66
25. O -1.33
26. C 0.57
27. O -0.72
28. N -0.32
29. N -0.21
30. H 0.20
31. H 0.18
32. H 0.11
33. H 0.15
34. C 0.63
35. O -0.76
36. N 0.01
37. N -0.33
38. H -0.04
39. H 0.04
40. H 0.24
41. H 0.17
42. C 0.41
43. O -0.49
44. N -0.45
45. N 0.01
46. H 0.15
47. H 0.24
48. H 0.19
49. H 0.15
50. C -3.48
51. O 0.65
52. N -0.17
53. N 0.32
54. H 0.25
55. H 0.28
56. H 0.15
57. H -0.04
58. C -0.55
59. O 0.02
60. N 1.01
61. N -0.28
62. H -0.41
63. H -0.12
64. H 0.23
65. H 0.29
66. C 0.20
67. O -0.21
68. N -0.31
69. N 0.27
70. H 0.29
71. H 0.15
72. H -0.02
73. H 0.17
74. C 0.37
75. O -0.65
76. N -0.33
77. N -0.20
78. H 0.22
79. H 0.12
80. H 0.19
81. H 0.18
82. C 0.56
83. O -0.74
84. N -0.34
85. N -0.25
86. H 0.21
87. H 0.22
88. H 0.28
89. H 0.14